# 1
{"formula": "C30H55F12N10P2", "method": "ωB97M-V/def2-TZVPD", "energy_ev": -98081.825, "largest_force_ha_per_bohr": 0.07057, "charge": 3, "species": ["P", "P", "F", "F", "F", "F", "F", "F", "F", "F", "F", "F", "F", "F", "N", "N", "N", "N", "N", "N", "N", "N", "N", "N", "C", "C", "C", "C", "C", "C", "C", "C", "C", "C", "C", "C", "C", "C", "C", "C", "C", "C", "C", "C", "C", "C", "C", "C", "C", "C", "C", "C", "C", "C", "H", "H", "H", "H", "H", "H", "H", "H", "H", "H", "H", "H", "H", "H", "H", "H", "H", "H", "H", "H", "H", "H", "H", "H", "H", "H", "H", "H", "H", "H", "H", "H", "H", "H", "H", "H", "H", "H", "H", "H", "H", "H", "H", "H", "H", "H", "H", "H", "H", "H", "H", "H", "H", "H", "H"], "coordinates": [[-1.772, 4.040, 1.646], [0.094, -0.690, -0.452], [-3.240, 3.656, 2.164], [-2.118, 5.585, 1.704], [0.626, -2.047, 0.224], [-2.336, 3.928, 0.139], [1.341, 0.235, 0.052], [-1.388, 2.443, 1.680], [0.943, -1.012, -1.834], [-1.237, -1.488, -0.950], [-1.207, 4.151, 3.176], [-0.512, 0.603, -1.249], [-0.323, 4.363, 1.014], [-0.650, -0.236, 0.903], [4.752, -2.224, 0.409], [-4.819, 1.584, -0.038], [1.801, 0.448, -6.619], [-0.849, -4.914, 1.064], [1.629, -1.609, -6.054], [4.730, -0.301, -0.527], [0.561, 2.280, 5.883], [-0.152, -4.578, -0.953], [1.601, 1.881, 4.080], [-6.131, 3.220, 0.399], [-3.634, 0.853, -0.545], [1.890, 2.423, 6.156], [0.857, -5.252, -0.290], [-5.053, 2.850, -0.251], [-0.113, -4.052, -2.310], [-6.722, 2.087, 0.891], [2.025, -0.926, -4.935], [3.459, -3.355, 2.186], [1.526, -3.047, -6.134], [-1.679, -4.764, 2.287], [2.010, 1.523, -8.860], [0.403, -5.472, 0.961], [6.006, -1.710, 0.528], [4.247, 0.887, -1.244], [-0.529, 2.436, 6.855], [-0.658, 3.862, 7.268], [2.552, 2.138, 5.018], [6.006, -0.517, -0.089], [0.407, 1.949, 4.628], [1.698, 1.709, -7.399], [-2.837, -5.746, 2.342], [4.272, -3.521, 0.922], [1.513, -0.752, -7.053], [-6.698, 4.559, 0.410], [-1.150, -4.385, -0.115], [-5.653, 5.616, 0.725], [1.801, 1.737, 2.638], [2.096, 0.373, -5.281], [4.018, -1.366, -0.268], [-5.936, 1.050, 0.570], [-4.019, -0.060, -1.004], [-7.163, 4.724, -0.563], [0.252, 4.327, 7.642], [3.008, 1.120, -9.024], [-2.037, -3.735, 2.231], [-3.162, 0.469, 0.364], [-4.978, 5.763, -0.112], [2.808, -2.472, 2.222], [-2.645, -6.744, 2.714], [4.108, -3.305, 3.058], [-1.488, 4.153, 7.920], [5.157, -4.093, 1.188], [4.409, 0.774, -2.318], [2.376, 1.238, -4.711], [-0.989, 4.447, 6.393], [2.111, -1.407, -3.979], [-4.365, 3.533, -0.720], [1.939, 2.514, -9.308], [-1.987, -3.732, -0.296], [-1.040, -4.872, 3.159], [2.335, -3.471, -6.727], [1.332, -0.940, -8.096], [2.440, 2.370, -6.958], [2.155, 2.527, 7.192], [-0.099, -4.865, -3.040], [6.841, -2.256, 0.929], [2.969, -1.549, -0.448], [-2.990, 1.445, -1.168], [0.886, -5.924, 1.811], [0.614, -3.313, -6.671], [-7.513, 4.636, 1.126], [2.670, 1.158, 2.339], [-0.410, 1.716, 7.659], [3.205, 1.093, -1.033], [-1.441, 2.213, 6.301], [1.305, 0.904, -9.417], [-1.064, -3.546, -2.469], [0.911, 1.363, 2.143], [0.682, -3.339, -2.499], [3.780, -4.004, 0.082], [1.834, -5.445, -0.685], [6.734, 0.272, -0.018], [2.716, -4.141, 2.340], [-6.156, 6.538, 1.005], [-3.649, -5.290, 2.912], [-0.521, 1.762, 4.120], [1.486, -3.490, -5.150], [4.912, 1.704, -0.965], [3.582, 2.161, 4.722], [-3.288, -5.823, 1.344], [1.935, 2.746, 2.228], [0.698, 2.098, -7.227], [-7.659, 2.158, 1.413], [-5.916, 0.052, 0.969], [-5.080, 5.332, 1.609]], "forces_ev_per_a": [[0.8, 0.2, 0.2], [-1.7, 3.1, -0.7], [-0.6, -0.2, 0.5], [-0.3, 0.5, -0.2], [0.7, 0.0, 0.1], [-0.2, -0.4, -0.6], [0.6, -0.9, -0.2], [0.0, 0.0, -0.2], [0.0, -0.8, 0.5], [0.5, -0.6, -0.1], [0.1, -0.3, -0.1], [0.4, -0.4, 0.4], [0.3, -0.2, 0.5], [-0.1, -0.8, -0.1], [0.3, -0.9, 0.1], [0.1, -0.8, -1.6], [0.0, 1.0, 0.3], [0.2, -0.1, 0.1], [0.3, -0.5, 0.3], [-0.3, 0.9, -0.9], [-0.6, -0.1, 1.0], [0.9, 0.0, -0.4], [0.1, -0.7, -1.5], [-1.2, -0.4, -0.2], [-1.3, -1.3, 1.6], [-0.1, -0.5, 1.0], [-0.2, 0.2, 0.1], [1.6, 1.6, 0.4], [-1.0, -0.3, -0.6], [-0.8, 0.5, 0.3], [-0.4, 0.0, 0.3], [-1.1, 0.3, 0.5], [-0.6, -0.7, -1.1], [-0.1, -0.3, -0.2], [-0.2, 0.1, -0.4], [0.1, 0.0, 0.6], [0.9, -0.6, 0.0], [0.9, 0.3, -0.4], [-0.8, -0.1, -0.3], [-0.6, 2.0, -0.4], [0.6, 0.4, -0.3], [0.3, 1.1, 0.7], [-0.6, -0.1, -0.6], [0.2, -0.4, 0.2], [-1.0, 0.7, -0.7], [0.4, 0.2, 0.1], [0.1, -0.1, -0.9], [-0.3, 1.0, -0.3], [-0.3, 0.5, 0.5], [-0.1, -0.2, 0.4], [-0.1, 1.1, -0.7], [0.4, 0.4, 0.0], [-1.6, -0.6, 0.5], [1.1, -0.6, 1.1], [0.1, 0.3, -0.6], [0.1, 0.1, 0.0], [0.1, -0.2, 0.1], [0.1, 0.1, 0.1], [0.0, -0.1, 0.2], [0.6, 0.5, -0.3], [0.1, 0.2, 0.0], [0.4, 0.1, -0.4], [0.4, 0.0, 0.1], [0.0, -0.1, 0.0], [0.3, -0.9, 0.5], [0.1, -0.1, -0.4], [-0.2, -0.3, 0.1], [-0.1, 0.1, 0.0], [0.6, -0.2, -0.1], [0.1, 0.0, 0.0], [0.0, -0.1, 0.0], [0.2, -0.1, -0.1], [-0.2, -0.2, -0.2], [0.2, 0.1, -0.1], [0.2, 0.1, 0.3], [-0.3, -0.4, 0.0], [-0.1, 0.2, 0.1], [0.5, 0.4, -0.1], [0.3, -0.1, 0.2], [-0.1, 0.0, 0.3], [0.0, 0.4, -0.2], [0.1, 0.2, 0.0], [-0.1, -0.1, -0.1], [-0.1, 0.1, 0.2], [0.1, -0.5, 0.2], [0.0, -0.3, 0.6], [0.2, 0.0, 0.1], [0.0, -0.1, 0.2], [0.0, -0.4, 0.1], [-0.1, 0.0, 0.2], [0.2, 0.2, 0.0], [-0.1, -0.2, 0.3], [0.2, 0.0, 0.4], [-0.2, -0.1, 0.2], [-0.1, -0.2, -0.4], [0.1, -0.1, -0.5], [0.5, -0.4, -0.1], [0.0, 0.2, -0.4], [0.2, -0.2, 0.4], [-0.1, 0.2, -0.1], [0.1, 0.1, 0.2], [-0.4, 0.1, 0.2], [0.2, 0.0, 0.3], [0.2, -0.2, 0.0], [0.0, -0.1, 0.1], [0.0, 0.1, 0.0], [0.0, -0.2, 0.1], [-0.3, -0.2, -0.3], [0.1, -0.1, -0.1]]}



# 2
{"formula": "C30H55NO24", "method": "ωB97M-V/def2-TZVPD", "smiles": "C[C@H]1COC(=O)O1.C[C@H]1COC(=O)O1.COC(=O)OC.COC(=O)OC.COC(=O)OC.COC(=O)OC.COC(=O)OC.COC(=O)OC.CCCC#N", "energy_ev": -82622.776, "largest_force_ha_per_bohr": 0.18960, "charge": 0, "species": ["O", "O", "O", "O", "O", "O", "O", "O", "O", "O", "O", "O", "O", "O", "O", "O", "O", "O", "O", "O", "O", "O", "O", "O", "N", "C", "C", "C", "C", "C", "C", "C", "C", "C", "C", "C", "C", "C", "C", "C", "C", "C", "C", "C", "C", "C", "C", "C", "C", "C", "C", "C", "C", "C", "C", "H", "H", "H", "H", "H", "H", "H", "H", "H", "H", "H", "H", "H", "H", "H", "H", "H", "H", "H", "H", "H", "H", "H", "H", "H", "H", "H", "H", "H", "H", "H", "H", "H", "H", "H", "H", "H", "H", "H", "H", "H", "H", "H", "H", "H", "H", "H", "H", "H", "H", "H", "H", "H", "H", "H"], "coordinates": [[1.046, -0.416, -4.210], [-2.098, 3.408, 4.167], [-3.336, -2.014, -0.505], [-1.424, -5.971, 2.104], [2.341, 0.189, 1.084], [-0.334, -5.233, 3.930], [-1.432, 4.691, 2.537], [3.661, 2.240, -5.168], [1.583, -3.707, -1.151], [-1.370, -3.565, 2.540], [-1.149, -1.113, -1.110], [2.062, 0.661, -2.280], [-0.514, 4.456, -2.118], [3.581, 1.931, 0.113], [-1.311, 5.092, -4.174], [-2.487, 2.716, 1.860], [5.355, 0.662, -5.679], [5.440, 1.858, -3.733], [0.807, 5.242, -3.642], [1.591, -4.943, -3.025], [1.686, 2.279, 1.137], [-0.247, -5.115, -1.416], [-2.139, -0.359, 0.704], [0.442, 1.738, -3.539], [-1.213, -0.656, 5.748], [4.798, 0.451, -6.967], [-5.005, -0.226, 6.084], [-2.860, 2.276, 4.615], [-1.058, -4.931, 2.852], [-0.138, -4.273, 4.949], [0.776, 4.325, -1.587], [-2.197, -1.170, -0.315], [-0.551, 1.784, -4.594], [0.919, -0.635, 2.901], [-2.135, -1.285, 5.537], [0.527, 1.525, 1.484], [-1.994, -5.813, 0.862], [-1.984, 3.599, 2.896], [-3.367, -2.009, 5.272], [4.794, 1.579, -4.863], [-1.426, 5.028, 1.082], [4.939, 2.849, -2.787], [1.001, -4.574, -1.902], [2.627, 5.950, -2.334], [-4.553, -1.090, 4.899], [-1.047, -1.845, -2.262], [-0.396, 4.951, -3.389], [2.614, 1.517, 0.736], [1.030, -3.435, 0.135], [2.878, -0.496, -2.091], [1.015, -5.991, -3.771], [1.178, 0.673, -3.354], [-3.103, -0.491, 1.739], [1.708, 4.799, -2.698], [0.942, 0.078, 1.463], [0.422, -0.481, 0.699], [-0.076, -2.179, -2.586], [3.405, -0.697, -2.975], [-0.097, -5.954, -3.810], [5.278, -0.289, -7.545], [-0.059, -3.187, 0.157], [-5.399, -1.606, 4.530], [-1.026, 4.112, 0.583], [1.011, -4.351, 0.786], [-1.923, -4.789, 0.442], [-2.480, 5.178, 0.689], [-3.245, 0.418, 2.308], [-3.074, -6.016, 0.870], [3.368, 5.665, -1.613], [5.327, 2.647, -1.723], [2.234, -1.380, -1.899], [2.147, 6.827, -1.895], [3.489, -0.305, -1.211], [0.198, 1.777, 2.515], [-1.500, -6.450, 0.146], [3.702, 0.257, -6.959], [-1.444, -1.222, -3.033], [-5.550, -0.923, 6.794], [1.302, -6.974, -3.342], [2.157, 3.979, -3.201], [0.609, -3.649, 4.444], [1.265, -6.109, -4.842], [-0.825, 5.957, 0.803], [-1.590, -2.837, -2.109], [5.129, 3.886, -3.137], [-1.026, -3.710, 5.184], [1.179, 0.106, 3.656], [1.013, 3.328, -1.365], [3.811, 2.779, -2.680], [-0.115, 2.267, -5.487], [-3.256, 2.319, 5.641], [-2.297, 1.357, 4.531], [3.187, 6.328, -3.181], [-2.850, -1.302, 2.324], [1.540, -1.488, 2.978], [-4.292, -0.353, 4.145], [-1.451, 2.398, -4.220], [-4.242, 0.200, 6.751], [4.803, 1.359, -7.593], [-0.343, 1.628, 0.847], [-0.168, -0.888, 3.129], [-1.065, 0.818, -4.842], [-3.750, 2.158, 4.021], [0.823, 4.933, -0.655], [1.544, -2.560, 0.588], [0.262, -4.782, 5.819], [-3.580, -2.620, 6.115], [-5.653, 0.592, 5.804], [-3.189, -2.702, 4.447], [-4.105, -0.674, 1.391]], "forces_ev_per_a": [[1.1, 5.9, 5.1], [0.0, 0.2, 1.0], [7.0, 4.8, 0.8], [1.9, 0.9, 3.5], [0.7, 1.2, -1.1], [-2.0, -2.1, -1.8], [0.8, 2.2, -0.5], [5.6, -3.6, 1.3], [1.3, 0.6, -0.7], [1.7, -7.8, 1.8], [0.6, 1.8, 3.2], [-2.7, 1.7, -2.0], [-0.8, -0.1, -0.8], [-1.1, -1.3, 1.3], [0.7, -0.2, 1.3], [2.6, 4.3, 6.3], [0.4, 0.7, 1.8], [0.6, -1.0, -0.5], [1.6, 1.8, -2.6], [0.4, 1.4, 0.8], [-3.1, 2.0, 0.7], [7.1, 2.7, -3.4], [1.0, 0.6, -0.5], [0.5, 0.1, 1.2], [1.4, 0.8, 0.3], [-2.8, 2.0, -0.8], [-0.6, -1.5, 1.8], [-0.8, -1.0, 0.0], [-1.6, 7.1, -1.7], [1.2, 1.0, -1.1], [0.7, 1.3, 1.2], [-7.1, -5.4, -1.3], [-2.3, 0.2, -0.2], [-2.8, 1.9, -1.4], [-1.4, -0.5, -0.3], [-1.4, -0.4, 1.8], [-1.6, 1.7, -2.7], [-3.7, -5.5, -7.1], [-0.5, 0.1, -1.5], [-6.0, 4.0, -1.7], [-0.5, -0.8, -1.1], [-1.8, 0.1, 1.0], [-8.1, -4.2, 2.8], [0.4, 0.1, 0.0], [1.2, 1.9, 1.2], [-2.0, -3.4, -1.4], [-4.2, -0.5, -0.4], [3.2, -2.2, -1.8], [-1.7, -0.1, 1.8], [-1.5, -0.9, 0.9], [-1.9, -2.5, -0.6], [0.4, -7.2, -4.2], [-1.7, 1.0, -0.6], [0.4, 1.0, 1.3], [1.7, -1.1, 2.1], [0.0, -0.2, -0.1], [0.9, 0.8, 0.7], [1.0, -0.2, -1.1], [0.8, 0.2, 0.6], [1.0, -1.1, 0.2], [0.8, -0.1, -0.8], [-0.7, -0.9, -0.4], [-0.3, 1.0, 0.3], [0.7, 0.8, -0.7], [0.2, -0.5, 0.6], [1.2, -0.3, 0.9], [1.1, 0.5, -0.2], [0.3, -0.3, 0.4], [0.4, -0.5, 0.5], [-0.1, 0.1, -2.1], [0.3, 0.5, -0.1], [-0.6, -0.3, -0.1], [0.0, 0.2, -0.3], [0.3, 0.3, -0.7], [0.2, -0.4, 0.1], [0.7, -0.3, 0.6], [-0.5, -0.1, -0.9], [0.2, 1.0, -0.7], [-0.2, 0.7, 0.1], [1.2, -0.8, 0.1], [-0.1, 0.7, 1.1], [0.8, 1.3, 0.6], [-0.6, -1.3, 1.3], [0.1, 1.4, -0.5], [0.3, -0.8, 0.1], [-0.3, 0.1, -0.1], [0.3, 0.0, 0.0], [0.0, -1.5, 0.5], [1.4, -0.3, -0.4], [-0.1, -0.4, 0.6], [0.9, 0.9, -0.2], [0.4, 0.0, -0.1], [0.0, -0.2, -0.4], [0.8, -1.7, 1.4], [0.6, -0.9, -0.2], [0.5, -0.4, -0.5], [1.9, -0.4, -0.3], [0.4, -0.1, -0.7], [0.5, 0.1, 0.5], [0.2, 0.8, -0.5], [1.4, 0.0, -0.3], [1.4, 0.5, 0.3], [-0.2, 0.2, -0.6], [0.2, -0.3, -0.6], [0.2, -0.9, -0.6], [0.0, -0.1, -0.1], [-0.4, -0.5, 0.9], [-0.3, 0.0, -0.2], [0.2, 0.0, -0.1], [-0.2, -0.3, -0.9]]}



Relative energy (zero: lowest compared OMol25 entry of this formula, charge and spin)? In order: 37.2, 119.1 kJ/mol.